No. 1
The following is a DFT calculation (ωB97M-V with the def2-TZVPD basis set) of a structure of composition C21H43N2P3SeTm in a non-equilibrium geometry.

XYZ file:
```
71
Properties=species:S:1:pos:R:3:mulliken_charge:R:1
Tm 0.5942 0.0374 -0.1524 -0.024
P 1.9461 2.5259 0.0534 0.975
P 1.5040 -0.2550 2.6815 1.153
P -1.4089 1.4163 1.6208 0.822
H -3.3920 -1.8550 -5.8634 0.305
C -3.6875 -0.8085 -5.9697 -0.440
C -2.7924 0.1344 -5.5757 -0.415
H -1.6999 -0.0945 -5.4421 0.252
C 3.5401 2.5949 -0.8682 -1.339
C 2.4084 3.3740 1.6196 -1.244
C 0.9624 3.8140 -0.8168 -1.183
C 0.8063 -1.7887 3.4264 -1.455
C 3.2714 -0.5700 3.0561 -1.352
C 1.1360 0.9461 4.0196 -1.246
C -2.8080 1.7441 0.4549 -1.100
C -1.2985 3.0702 2.4116 -1.283
C -2.3511 0.4913 2.9134 -1.200
H -4.6280 -0.6315 -6.5270 0.299
H -3.0904 1.1800 -5.4812 0.253
H 3.5391 1.9249 -1.7386 0.387
H 4.4013 2.2925 -0.2580 0.368
H 3.6938 3.6261 -1.2106 0.452
H 3.0789 2.7481 2.2218 0.335
H 1.5388 3.5976 2.2482 0.258
H 2.9249 4.3180 1.3985 0.532
H 0.5782 3.3868 -1.7507 0.347
H 1.6179 4.6635 -1.0456 0.453
H 0.0876 4.1644 -0.2541 0.285
H 1.2438 -1.9305 4.4251 0.490
H 1.0571 -2.6420 2.7853 0.402
H -0.2890 -1.7609 3.4786 0.290
H 3.3803 -0.8700 4.1096 0.523
H 3.8704 0.3287 2.8680 0.343
H 3.6633 -1.3548 2.4008 0.382
H 1.6834 0.6365 4.9199 0.519
H 0.0663 0.9956 4.2399 0.313
H 1.4446 1.9560 3.7329 0.202
H -3.7080 1.9797 1.0496 0.493
H -2.9765 0.8421 -0.1505 0.185
H -2.5801 2.5891 -0.2170 0.361
H -2.3114 3.4064 2.6728 0.497
H -0.8480 3.7980 1.7252 0.288
H -0.6913 3.0200 3.3232 0.399
H -3.2517 1.0872 3.1239 0.482
H -1.7840 0.3460 3.8423 0.320
H -2.6448 -0.5011 2.5371 0.295
C -2.4981 -2.2707 -0.7660 0.593
C -2.3267 -1.8254 -2.0892 0.012
C -3.2557 -2.1728 -3.0577 -0.040
C -4.3911 -2.9306 -2.7273 -0.030
C -4.5604 -3.4046 -1.4083 -0.795
C -3.6362 -3.0508 -0.4272 -0.425
Se -1.2779 -1.8687 0.6026 0.196
H -0.6466 0.7656 -1.4207 -0.004
H -1.4781 -1.1815 -2.3137 0.282
H -3.1036 -1.7978 -4.0626 -0.481
H -5.1630 -3.1852 -3.4612 0.497
H -5.4152 -4.0415 -1.1372 0.436
H -3.7799 -3.3613 0.6152 0.452
C 1.3615 -2.9933 -1.8898 -0.976
C 2.5219 -2.3075 -1.2987 0.585
N 2.5392 -1.1268 -0.6522 0.213
C 3.8903 -0.9067 -0.2714 -0.626
C 4.6308 -1.9655 -0.7021 -0.798
N 3.7484 -2.8397 -1.3383 -0.065
H 1.6521 -3.9873 -2.2345 0.477
H 0.5631 -3.1071 -1.1491 0.055
H 0.9653 -2.4454 -2.7506 0.215
H 4.2330 -0.0336 0.2867 0.549
H 5.6866 -2.1769 -0.6411 0.438
H 3.9432 -3.7580 -1.7444 0.263
```

For the molar mass, the calculation gives 664.41 g/mol. The spin multiplicity is 3. The value obtained for the strongest force on any atom is 2.0 eV Å⁻¹. The calculation puts the gap between HOMO and LUMO (spin up / spin down) at 3.7 / 3.5 eV. For the HOMO energy (spin up / spin down), the calculation gives -16.5 / -16.3 eV. The net charge is +3. The calculation puts the energy above the lowest of the compared OMol25 structures with the same formula, charge and spin at 223.9 kJ/mol. For the electronic energy, the calculation gives -148170.093 eV.

No. 2
The following is a DFT calculation (ωB97M-V with the def2-TZVPD basis set) of the molecule C3H7OS2 in a non-equilibrium geometry.

XYZ file:
```
13
Properties=species:S:1:pos:R:3:mulliken_charge:R:1
C 0.0398 -1.0104 0.2031 -0.467
C -0.5302 -0.7040 -1.2042 -0.284
O -0.8995 0.6502 -1.5766 -0.446
C 0.6866 0.0457 1.1149 -0.792
S -0.3003 1.6694 1.2245 0.021
S 0.5795 3.2723 0.5047 -0.174
H -0.8045 -1.2892 0.8435 0.249
H 0.6580 -1.8951 0.1405 0.401
H -1.5339 -1.1110 -1.2143 0.271
H 0.2198 -1.0545 -1.9122 0.251
H 0.5903 -0.1307 2.1804 0.360
H 1.6217 0.3994 0.6878 0.375
H -0.3271 1.1580 -0.9921 0.235
```

For the molar mass, the calculation gives 123.22 g/mol. The spin multiplicity is 2. The value obtained for the strongest force on any atom is 2.7 eV Å⁻¹. The calculation puts the gap between HOMO and LUMO (spin up / spin down) at 9.3 / 7.4 eV. For the HOMO energy (spin up / spin down), the calculation gives -8.7 / -9.1 eV. The net charge is 0. The calculation puts the energy above the lowest of the compared OMol25 structures with the same formula, charge and spin at 0.0 kJ/mol. For the electronic energy, the calculation gives -26940.688 eV.

Question: Which value of net charge does entry 2 give?
Answer: 0